Computed, not measured: C15H26GaIO2P2 as an isolated structure at a distorted geometry, with the ωB97M-V functional and the def2-TZVPD basis.

The HOMO energy comes out at -14.4519 eV. The calculation puts the largest force on an atom at 10.381 eV Å⁻¹. Its spin multiplicity is 1. Its net charge is +2.

Geometry as XYZ:
```
47
Properties=species:S:1:pos:R:3:forces:R:3
C 0.000 -0.021 -7.874 -0.004 -0.151 0.185
C 0.006 0.697 -6.553 0.019 1.808 -0.508
H 0.003 0.711 -8.686 0.000 -0.076 0.206
H -0.886 -0.660 -7.928 0.096 0.082 0.007
H 0.878 -0.670 -7.930 -0.094 0.082 0.008
O 0.018 1.866 -6.352 -0.018 -1.783 0.115
I -0.007 -0.750 -4.842 0.000 0.024 0.176
Ga 0.000 0.000 0.000 -0.055 -3.918 -0.382
P 2.312 -0.145 -0.079 3.035 -0.448 -1.674
C 3.277 1.158 0.774 -1.029 0.321 0.238
C 2.976 -1.699 0.628 -0.773 0.049 0.144
H 4.061 -1.763 0.494 -0.209 0.300 -0.161
H 4.077 -0.293 -1.772 -0.222 0.006 0.110
H 2.485 -2.536 0.125 0.206 0.021 0.128
H 2.502 -0.932 -2.346 0.129 0.087 -0.078
H 3.013 1.169 1.834 0.148 0.022 -0.020
H 2.734 -1.742 1.693 0.036 -0.085 -0.131
C 2.993 -0.136 -1.780 -0.385 0.082 0.193
H 4.353 0.982 0.668 -0.271 -0.226 -0.126
H 2.764 0.822 -2.254 0.038 -0.116 -0.037
H 3.025 2.133 0.348 0.140 -0.038 0.023
P -2.314 -0.102 -0.076 -3.072 -0.372 -1.691
C -3.254 1.220 0.775 1.027 0.306 0.233
C -2.997 -0.083 -1.776 0.371 0.087 0.191
H -2.533 -2.489 0.131 -0.171 0.011 0.121
H -4.093 -1.685 0.503 0.211 0.294 -0.168
H -2.763 -1.688 1.699 -0.045 -0.085 -0.135
C -3.006 -1.642 0.634 0.783 0.022 0.136
H -2.520 -0.888 -2.341 -0.126 0.084 -0.079
H -4.084 -0.223 -1.767 0.225 0.001 0.105
H -4.333 1.066 0.670 0.260 -0.230 -0.122
H -2.982 2.190 0.350 -0.141 -0.037 0.024
H -2.753 0.871 -2.252 -0.041 -0.120 -0.033
H -2.990 1.226 1.836 -0.149 0.024 -0.020
C 0.015 1.526 0.992 0.109 8.653 5.734
O 0.025 2.508 1.630 -0.057 -4.965 -3.243
C -0.166 -3.325 3.495 0.011 0.279 -0.234
C -0.024 -3.721 2.164 -0.052 0.391 -0.010
C 0.029 -2.761 1.146 -0.080 0.261 0.539
C -0.051 -1.396 1.457 0.030 0.217 0.825
C -0.199 -1.009 2.802 0.079 -0.737 -0.197
C -0.254 -1.969 3.814 0.001 -0.123 -0.244
H -0.210 -4.066 4.283 0.012 0.016 -0.066
H 0.040 -4.773 1.920 -0.003 0.005 -0.032
H 0.130 -3.079 0.117 0.016 -0.158 -0.127
H -0.275 0.032 3.080 0.002 0.153 0.112
H -0.369 -1.660 4.846 0.013 -0.020 -0.036
```
Forces are in eV/Å.

Charges per atom according to natural (NBO) partitioning, unit e: -0.7408 0.5788 0.2668 0.2655 0.2656 -0.4526 -0.1626 0.7490 1.0530 -0.9351 -0.9235 0.2804 0.2720 0.2645 0.2650 0.2619 0.2710 -0.9382 0.2930 0.2654 0.2617 1.0571 -0.9363 -0.9387 0.2658 0.2798 0.2709 -0.9252 0.2649 0.2717 0.2928 0.2614 0.2650 0.2609 0.5395 -0.3086 -0.1840 -0.1832 -0.2744 -0.4627 -0.2156 -0.1916 0.2471 0.2432 0.2122 0.1864 0.2409